ORCA calculation (ωB97M-V/def2-TZVPD) on a cluster of 6 separate species, C31H42BBr2F2O16 in total in a non-equilibrium geometry.

Total charge: -1
Kohn-Sham gap: 6.84 eV
LUMO energy: 2.060 eV
Calculated total energy: -211785.33652 eV

```
94
Properties=species:S:1:pos:R:3:mulliken_charge:R:1
C 6.4692 3.3487 -1.2465 -1.1117
C 4.9357 2.7816 -1.2424 0.2456
Br 4.6040 2.1096 -3.0845 -0.1828
C 4.8311 1.6737 -0.0915 -0.5135
Br 5.4162 2.5238 1.6551 -0.2553
B 3.3314 1.0266 0.1420 -0.0767
F 3.0799 1.0851 1.6176 -0.4247
C 3.2070 -0.5762 -0.2415 -0.1801
C 3.9063 -0.9989 -1.6030 0.2303
O 3.2241 -1.2656 -2.6312 -0.4204
F 5.3310 -1.1638 -1.7752 -0.3027
C 2.1045 1.9391 -0.5109 0.8726
C 1.1627 1.4220 -1.6527 -0.1590
C -0.0235 2.2797 -2.2303 -0.5577
C -0.3015 3.7128 -1.6728 -0.0542
C 0.6082 4.2533 -0.5418 -0.5674
C 1.7661 3.3910 0.0056 -0.5524
H 6.6829 3.9018 -2.2402 0.3702
H 6.5089 4.1784 -0.4418 0.3073
H 7.2396 2.5380 -1.0311 0.2460
H 4.2795 3.6991 -1.0954 0.2810
H 5.6087 0.8628 -0.2923 0.5530
H 3.7566 -1.1416 0.6087 0.3000
H 2.1279 -0.9643 -0.2253 -0.0766
H 1.2690 0.3805 -2.0952 0.1870
H -0.6772 1.8080 -3.0541 0.2411
H -1.1670 4.2920 -2.1439 0.0120
H 0.4314 5.3104 -0.1364 0.2768
H 2.4232 3.8185 0.8366 0.2449
C -1.3827 -2.5649 3.5351 -1.2971
C -0.6010 -2.0358 2.3526 0.6946
C 0.4011 -0.9810 2.7191 -0.1875
O 0.5050 -0.2306 1.5165 -0.2210
C -0.6823 -0.3672 0.8658 0.4331
O -1.0085 0.2830 -0.0836 -0.5136
O -1.4497 -1.3406 1.4422 -0.3357
H -2.0576 -3.3554 3.2160 0.2064
H -0.7174 -2.9662 4.3012 0.3862
H -2.0047 -1.7834 3.9781 0.2729
H -0.1304 -2.8648 1.8107 0.2090
H 1.3681 -1.4039 2.9973 0.3410
H 0.0605 -0.3143 3.5171 0.0288
C -4.5798 3.7736 -5.0771 -1.4393
C -4.8801 4.4818 -3.7731 0.5007
C -4.9434 5.9760 -3.8990 -0.5142
O -4.5849 6.4060 -2.5920 -0.3383
C -3.7952 5.4263 -2.0629 0.6160
O -3.1613 5.5378 -1.0564 -0.4992
O -3.8225 4.3039 -2.8375 -0.2546
H -4.5924 2.6906 -4.9297 0.3516
H -5.3152 4.0276 -5.8442 0.3806
H -3.5812 4.0274 -5.4428 0.3550
H -5.7971 4.0783 -3.3288 0.2260
H -5.9418 6.3294 -4.1638 0.3129
H -4.2192 6.3850 -4.6111 0.3137
C 2.8899 -2.8104 -4.9757 -1.3212
C 2.0074 -3.9274 -5.4915 0.5919
C 2.7108 -4.8709 -6.4212 -0.4628
O 1.6414 -5.3601 -7.2235 -0.3377
C 0.6879 -4.3853 -7.2375 0.6271
O -0.2628 -4.3793 -7.9667 -0.5593
O 0.9605 -3.4192 -6.3165 -0.3119
H 2.3369 -2.1880 -4.2728 0.2858
H 3.7726 -3.2046 -4.4680 0.3338
H 3.2104 -2.1535 -5.7892 0.3276
H 1.5480 -4.4610 -4.6517 0.2531
H 3.2033 -5.6877 -5.8907 0.3128
H 3.4387 -4.3785 -7.0741 0.3154
C 2.9911 1.6252 6.5182 -1.4124
C 1.5242 1.2979 6.6996 0.5328
C 1.1684 0.8708 8.0936 -0.5251
O 0.0288 0.0465 7.8767 -0.3423
C 0.1536 -0.4650 6.6187 0.6005
O -0.5238 -1.3455 6.1732 -0.4786
O 1.1542 0.1562 5.9335 -0.2779
H 3.1769 1.9719 5.4982 0.3146
H 3.3116 2.4051 7.2132 0.3747
H 3.6141 0.7388 6.6652 0.3518
H 0.9078 2.1416 6.3698 0.2401
H 0.9193 1.7165 8.7371 0.3144
H 1.9454 0.2702 8.5778 0.3038
C -6.8890 -5.4685 1.5854 -1.4522
C -6.1259 -4.6473 2.6028 0.5396
C -5.2585 -3.5860 1.9925 -0.5676
O -4.2358 -3.4282 2.9693 -0.2241
C -4.1370 -4.6240 3.6218 0.6182
O -3.2545 -4.9154 4.3745 -0.5184
O -5.1771 -5.4467 3.2995 -0.3436
H -7.5350 -6.1908 2.0916 0.3521
H -7.5104 -4.8336 0.9498 0.3663
H -6.2083 -6.0466 0.9547 0.3596
H -6.8181 -4.2236 3.3393 0.2243
H -5.7955 -2.6485 1.8390 0.3108
H -4.7941 -3.8901 1.0489 0.3235
```